{
  "formula": "C40H113N7O13",
  "method": "wB97M-V/def2-TZVPD",
  "orbital_gap_ev": 9.26,
  "homo_energy_ev": -8.8,
  "total_energy_ha": -2952.9294,
  "de_lowest_kcal_mol": 74.9,
  "symbols": ["C", "C", "C", "O", "C", "N", "H", "H", "H", "H", "H", "H", "H", "H", "H", "H", "H", "C", "C", "C", "O", "C", "N", "H", "H", "H", "H", "H", "H", "H", "H", "H", "H", "H", "C", "C", "C", "O", "C", "N", "H", "H", "H", "H", "H", "H", "H", "H", "H", "H", "H", "C", "C", "C", "O", "C", "N", "H", "H", "H", "H", "H", "H", "H", "H", "H", "H", "H", "C", "C", "C", "O", "C", "N", "H", "H", "H", "H", "H", "H", "H", "H", "H", "H", "H", "C", "C", "C", "O", "C", "N", "H", "H", "H", "H", "H", "H", "H", "H", "H", "H", "H", "C", "C", "C", "O", "C", "N", "H", "H", "H", "H", "H", "H", "H", "H", "H", "H", "H", "C", "C", "O", "H", "H", "H", "H", "H", "H", "C", "C", "O", "H", "H", "H", "H", "H", "H", "C", "C", "O", "H", "H", "H", "H", "H", "H", "C", "C", "O", "H", "H", "H", "H", "H", "H", "C", "C", "O", "H", "H", "H", "H", "H", "H", "C", "C", "O", "H", "H", "H", "H", "H", "H"],
  "coordinates": [[11.68, 9.97, 14.43], [10.57, 10.69, 15.21], [10.03, 9.75, 16.41], [9.30, 8.64, 15.91], [8.66, 7.89, 16.97], [11.00, 11.94, 15.86], [11.37, 9.01, 13.90], [12.49, 9.63, 15.12], [12.23, 10.59, 13.76], [9.73, 10.96, 14.55], [9.46, 10.35, 17.13], [10.88, 9.32, 16.91], [8.22, 8.68, 17.57], [9.42, 7.43, 17.49], [8.00, 7.15, 16.50], [10.23, 12.47, 16.25], [11.58, 12.55, 15.28], [13.47, 12.81, 8.19], [13.07, 13.07, 9.64], [11.72, 12.43, 10.00], [10.73, 12.89, 9.15], [10.24, 14.23, 9.40], [14.20, 12.75, 10.54], [13.78, 11.75, 7.96], [14.33, 13.44, 7.86], [12.65, 13.01, 7.39], [12.83, 14.19, 9.66], [11.53, 12.64, 11.01], [11.87, 11.31, 9.83], [11.05, 14.96, 9.34], [9.74, 14.36, 10.40], [9.51, 14.54, 8.59], [14.32, 13.44, 11.28], [15.04, 12.77, 9.99], [11.63, 16.25, 19.21], [13.05, 15.78, 18.82], [13.95, 16.95, 18.98], [13.55, 17.99, 18.13], [13.92, 19.35, 18.44], [13.55, 14.67, 19.65], [11.74, 16.38, 20.32], [10.80, 15.52, 19.02], [11.22, 17.20, 18.76], [13.07, 15.58, 17.75], [15.03, 16.75, 18.91], [13.93, 17.31, 20.07], [13.74, 19.89, 17.50], [14.93, 19.55, 18.88], [13.22, 19.73, 19.16], [13.07, 14.62, 20.59], [13.40, 13.79, 19.17], [11.89, 17.56, 9.05], [12.58, 17.50, 10.42], [14.04, 17.86, 10.27], [14.85, 17.27, 11.26], [16.11, 16.87, 10.73], [11.81, 18.54, 11.21], [12.19, 16.91, 8.22], [12.08, 18.60, 8.72], [10.82, 17.52, 9.21], [12.67, 16.44, 10.91], [14.05, 18.98, 10.30], [14.41, 17.60, 9.22], [16.78, 17.72, 10.59], [16.17, 16.42, 9.75], [16.55, 16.11, 11.43], [12.15, 18.69, 12.17], [10.90, 18.15, 11.41], [10.36, 16.86, 15.47], [11.22, 16.79, 14.24], [12.54, 17.49, 14.53], [12.49, 18.87, 14.24], [13.85, 19.33, 14.31], [11.44, 15.37, 13.95], [10.33, 17.88, 15.89], [10.78, 16.25, 16.24], [9.35, 16.53, 15.30], [10.76, 17.36, 13.46], [13.31, 17.00, 13.95], [12.86, 17.27, 15.60], [13.87, 20.42, 14.10], [14.39, 18.88, 13.44], [14.20, 18.94, 15.25], [11.86, 15.43, 13.07], [10.55, 14.99, 13.72], [17.76, 14.44, 16.23], [16.86, 15.54, 15.66], [15.48, 14.98, 15.37], [15.49, 13.85, 14.49], [14.17, 13.51, 14.16], [16.82, 16.52, 16.76], [18.01, 13.68, 15.50], [17.37, 13.83, 17.08], [18.74, 14.91, 16.52], [17.30, 15.97, 14.78], [14.91, 15.80, 14.89], [15.04, 14.85, 16.36], [13.50, 13.59, 15.02], [14.20, 12.44, 13.94], [13.79, 14.09, 13.35], [16.78, 16.01, 17.64], [15.97, 17.05, 16.71], [15.46, 11.63, 17.47], [15.97, 10.73, 18.63], [16.06, 9.26, 18.13], [14.72, 8.77, 17.98], [14.65, 7.39, 18.06], [17.26, 11.15, 19.04], [15.70, 12.68, 17.74], [14.35, 11.47, 17.28], [15.98, 11.37, 16.60], [15.26, 10.85, 19.45], [16.52, 8.70, 18.93], [16.58, 9.32, 17.20], [15.49, 6.99, 17.39], [13.66, 7.11, 17.65], [14.81, 6.98, 19.05], [17.66, 10.56, 19.73], [17.41, 12.15, 19.18], [18.69, 12.14, 11.40], [17.90, 12.66, 12.54], [16.77, 13.34, 11.99], [19.15, 13.01, 10.88], [18.08, 11.49, 10.75], [19.40, 11.49, 11.90], [18.51, 13.39, 13.11], [17.64, 11.78, 13.16], [16.29, 13.73, 12.70], [14.06, 7.84, 12.49], [14.73, 9.15, 12.15], [13.90, 10.37, 12.15], [13.51, 7.90, 13.46], [14.88, 7.12, 12.55], [13.37, 7.46, 11.71], [15.23, 9.06, 11.21], [15.54, 9.37, 12.90], [14.30, 11.04, 11.52], [12.50, 11.06, 20.79], [12.36, 10.88, 19.26], [12.29, 12.13, 18.67], [12.60, 10.02, 21.11], [11.71, 11.67, 21.29], [13.51, 11.46, 20.92], [11.35, 10.35, 19.06], [13.18, 10.26, 18.95], [11.91, 12.02, 17.82], [19.50, 20.65, 20.29], [18.11, 20.56, 20.86], [17.14, 20.04, 19.89], [19.95, 19.67, 20.06], [20.21, 21.06, 21.06], [19.56, 21.11, 19.35], [17.87, 21.57, 21.18], [18.09, 19.90, 21.76], [17.59, 19.54, 19.16], [18.45, 14.27, 20.89], [17.04, 14.82, 20.75], [16.35, 14.51, 19.50], [18.73, 14.26, 21.90], [19.22, 14.92, 20.37], [18.69, 13.26, 20.51], [17.03, 15.91, 20.88], [16.49, 14.44, 21.62], [15.38, 14.48, 19.71], [20.50, 17.33, 18.35], [20.05, 18.33, 17.34], [18.68, 18.73, 17.60], [21.51, 16.96, 18.38], [20.04, 16.35, 18.15], [20.22, 17.57, 19.39], [20.28, 17.98, 16.37], [20.48, 19.29, 17.39], [18.19, 17.87, 17.48]]
}

***

{
  "formula": "C40H113N7O19",
  "method": "wB97M-V/def2-TZVPD",
  "orbital_gap_ev": 9.08,
  "homo_energy_ev": -8.9,
  "total_energy_ha": -3404.3773,
  "de_lowest_kcal_mol": 47.2,
  "symbols": ["C", "C", "O", "O", "H", "H", "H", "H", "H", "H", "C", "C", "O", "O", "H", "H", "H", "H", "H", "H", "C", "C", "O", "O", "H", "H", "H", "H", "H", "H", "C", "C", "O", "O", "H", "H", "H", "H", "H", "H", "C", "C", "O", "O", "H", "H", "H", "H", "H", "H", "C", "C", "O", "O", "H", "H", "H", "H", "H", "H", "C", "C", "C", "O", "C", "N", "H", "H", "H", "H", "H", "H", "H", "H", "H", "H", "H", "C", "C", "C", "O", "C", "N", "H", "H", "H", "H", "H", "H", "H", "H", "H", "H", "H", "C", "C", "C", "O", "C", "N", "H", "H", "H", "H", "H", "H", "H", "H", "H", "H", "H", "C", "C", "C", "O", "C", "N", "H", "H", "H", "H", "H", "H", "H", "H", "H", "H", "H", "C", "C", "C", "O", "C", "N", "H", "H", "H", "H", "H", "H", "H", "H", "H", "H", "H", "C", "C", "C", "O", "C", "N", "H", "H", "H", "H", "H", "H", "H", "H", "H", "H", "H", "C", "C", "C", "O", "C", "N", "H", "H", "H", "H", "H", "H", "H", "H", "H", "H", "H"],
  "coordinates": [[3.40, -0.37, -5.31], [2.84, -0.82, -3.96], [2.19, 0.23, -3.22], [4.35, -1.22, -5.91], [3.76, 0.65, -5.30], [2.54, -0.41, -5.95], [3.74, -1.09, -3.43], [2.22, -1.69, -4.05], [1.28, 0.16, -3.50], [5.13, -1.14, -5.31], [-0.82, 1.80, -4.73], [-1.94, 2.87, -4.74], [-1.36, 4.12, -4.39], [-0.34, 1.41, -3.49], [-0.08, 2.25, -5.42], [-1.13, 0.92, -5.26], [-2.84, 2.73, -4.14], [-2.27, 2.94, -5.77], [-1.80, 4.48, -3.60], [-0.36, 2.14, -2.87], [1.44, 2.84, 3.97], [2.00, 4.10, 3.29], [2.60, 3.70, 2.05], [0.51, 2.06, 3.15], [0.87, 3.18, 4.86], [2.26, 2.31, 4.32], [2.73, 4.62, 3.97], [1.30, 4.89, 2.99], [3.43, 3.20, 2.15], [0.86, 1.80, 2.32], [-3.52, 4.75, -1.28], [-4.82, 5.20, -1.80], [-4.78, 5.51, -3.17], [-2.95, 3.73, -2.01], [-3.65, 4.45, -0.18], [-2.81, 5.58, -1.26], [-5.09, 6.11, -1.20], [-5.52, 4.40, -1.70], [-3.93, 5.80, -3.52], [-2.19, 3.37, -1.51], [0.09, 0.35, -0.07], [-1.04, 1.35, -0.12], [-0.73, 2.49, -0.94], [1.18, 0.91, 0.75], [0.45, 0.17, -1.05], [-0.35, -0.52, 0.42], [-1.31, 1.54, 0.90], [-1.86, 0.99, -0.76], [-0.07, 3.09, -0.55], [1.65, 1.53, 0.14], [2.10, 4.65, -1.13], [2.28, 3.32, -1.89], [2.63, 2.25, -1.08], [1.04, 4.51, -0.20], [1.63, 5.32, -1.87], [2.99, 5.08, -0.66], [3.01, 3.54, -2.68], [1.39, 3.20, -2.49], [2.64, 1.52, -1.70], [1.42, 4.23, 0.67], [6.72, -3.42, 1.88], [6.43, -2.27, 2.83], [5.31, -1.38, 2.22], [4.87, -0.36, 3.12], [3.59, 0.21, 2.74], [6.16, -2.69, 4.19], [6.83, -2.98, 0.89], [5.90, -4.10, 1.63], [7.57, -4.06, 2.16], [7.35, -1.68, 2.85], [4.43, -1.93, 1.86], [5.77, -0.96, 1.33], [2.77, -0.47, 2.74], [3.60, 0.60, 1.73], [3.50, 1.00, 3.50], [5.95, -1.82, 4.66], [5.29, -3.17, 4.06], [-7.93, -2.78, -5.15], [-6.63, -2.84, -4.38], [-6.28, -1.54, -3.85], [-5.00, -1.46, -3.27], [-4.78, -0.26, -2.64], [-6.64, -3.88, -3.36], [-8.78, -2.71, -4.49], [-8.04, -3.65, -5.81], [-7.94, -1.85, -5.71], [-5.94, -3.20, -5.15], [-6.96, -1.38, -3.03], [-6.37, -0.69, -4.58], [-5.43, -0.12, -1.76], [-4.99, 0.60, -3.33], [-3.75, -0.23, -2.26], [-6.99, -3.45, -2.53], [-5.64, -3.92, -3.12], [5.64, 4.72, 4.26], [5.68, 3.18, 4.18], [6.28, 2.73, 2.86], [5.29, 2.91, 1.86], [5.65, 2.56, 0.56], [6.50, 2.68, 5.29], [6.62, 5.12, 4.16], [5.18, 5.11, 5.19], [4.99, 5.02, 3.43], [4.66, 2.76, 4.28], [6.57, 1.66, 2.98], [7.12, 3.37, 2.60], [6.15, 1.54, 0.48], [6.26, 3.36, 0.06], [4.72, 2.35, -0.03], [7.21, 3.37, 5.46], [7.01, 1.87, 4.94], [-3.46, 4.49, 3.18], [-4.46, 3.30, 3.25], [-3.52, 2.04, 3.03], [-4.24, 0.82, 2.88], [-4.90, 0.55, 1.55], [-5.13, 3.35, 4.53], [-3.04, 4.51, 2.19], [-2.54, 4.42, 3.77], [-3.96, 5.42, 3.49], [-5.19, 3.41, 2.48], [-2.86, 1.90, 3.88], [-3.00, 2.23, 2.09], [-5.50, 1.44, 1.24], [-5.58, -0.23, 1.77], [-4.19, 0.23, 0.76], [-4.53, 3.36, 5.36], [-5.62, 2.48, 4.65], [0.11, -4.85, 5.38], [0.38, -3.79, 6.49], [0.78, -2.57, 5.69], [-0.32, -2.15, 4.91], [0.00, -0.90, 4.33], [-0.82, -3.62, 7.28], [-0.19, -5.74, 5.88], [1.01, -5.06, 4.81], [-0.70, -4.51, 4.69], [1.19, -4.22, 7.11], [1.57, -2.81, 5.06], [1.15, -1.78, 6.40], [-0.73, -0.69, 3.50], [0.93, -0.89, 3.88], [-0.08, -0.05, 5.08], [-0.61, -3.14, 8.14], [-1.51, -3.12, 6.80], [-0.14, -3.73, -0.80], [-1.68, -3.81, -0.71], [-2.47, -2.52, -0.44], [-1.97, -1.90, 0.75], [-2.44, -2.56, 1.96], [-2.27, -4.34, -1.97], [0.32, -4.68, -1.04], [0.25, -3.43, 0.20], [0.17, -2.99, -1.50], [-1.90, -4.52, 0.08], [-3.50, -2.78, -0.29], [-2.46, -1.82, -1.22], [-3.47, -2.95, 1.89], [-2.39, -1.92, 2.86], [-1.68, -3.35, 2.09], [-2.32, -5.33, -1.91], [-1.63, -4.16, -2.77], [0.81, -6.41, -6.04], [0.51, -5.44, -4.91], [-0.67, -4.45, -5.17], [-0.49, -3.29, -4.40], [-1.19, -2.16, -5.02], [0.46, -6.09, -3.61], [0.88, -5.99, -7.03], [0.00, -7.12, -6.12], [1.74, -7.00, -5.82], [1.38, -4.74, -4.79], [-1.66, -4.92, -4.96], [-0.62, -4.09, -6.26], [-2.33, -2.06, -4.84], [-1.00, -2.20, -6.08], [-0.71, -1.28, -4.57], [0.39, -5.51, -2.81], [-0.21, -6.83, -3.59]]
}

***

{
  "formula": "C40H22F10O7S",
  "method": "wB97M-V/def2-TZVPD",
  "orbital_gap_ev": 7.82,
  "homo_energy_ev": -9.6,
  "smiles": "O=C1C(S)=C(F)C(=O)C(C(F)(F)C(F)(F)C(F)(F)C(F)(F)F)=C1CCO.O=C1c2ccccc2C(=O)c2ccccc21.O=C1c2ccccc2C(=O)c2ccccc21",
  "total_energy_ha": -3461.0294,
  "symbols": ["O", "C", "C", "S", "C", "F", "C", "O", "C", "C", "F", "F", "C", "F", "F", "C", "F", "F", "C", "F", "F", "F", "C", "C", "C", "O", "H", "H", "H", "H", "H", "H", "C", "C", "C", "C", "C", "C", "C", "O", "C", "C", "C", "C", "C", "C", "C", "O", "H", "H", "H", "H", "H", "H", "H", "H", "C", "C", "C", "C", "C", "C", "C", "O", "C", "C", "C", "C", "C", "C", "C", "O", "H", "H", "H", "H", "H", "H", "H", "H"],
  "coordinates": [[4.56, -3.59, -1.74], [3.67, -2.78, -1.75], [3.87, -1.42, -2.32], [5.13, -1.21, -3.50], [3.10, -0.46, -1.81], [3.21, 0.81, -2.16], [2.09, -0.72, -0.74], [1.77, 0.18, 0.00], [1.56, -2.13, -0.67], [0.21, -2.39, -0.01], [-0.20, -1.34, 0.69], [0.31, -3.42, 0.86], [-0.99, -2.77, -0.99], [-2.10, -2.15, -0.56], [-1.21, -4.09, -0.93], [-0.88, -2.44, -2.51], [-2.04, -2.80, -3.05], [0.08, -3.19, -3.06], [-0.62, -0.93, -2.87], [-0.68, -0.17, -1.77], [-1.51, -0.50, -3.75], [0.61, -0.79, -3.39], [2.31, -3.12, -1.16], [1.99, -4.59, -1.18], [2.19, -5.26, -2.55], [3.21, -6.24, -2.42], [4.69, 0.00, -3.90], [0.98, -4.77, -0.83], [2.67, -5.09, -0.48], [1.25, -5.74, -2.84], [2.45, -4.52, -3.32], [3.38, -6.63, -3.28], [-8.97, -0.55, 5.73], [-10.07, -1.20, 5.19], [-9.91, -2.06, 4.12], [-8.64, -2.27, 3.58], [-7.54, -1.61, 4.12], [-7.71, -0.75, 5.20], [-6.17, -1.79, 3.55], [-5.21, -1.22, 4.03], [-6.03, -2.69, 2.37], [-4.77, -2.84, 1.79], [-4.61, -3.68, 0.71], [-5.70, -4.38, 0.20], [-6.95, -4.23, 0.77], [-7.12, -3.38, 1.85], [-8.48, -3.22, 2.44], [-9.43, -3.83, 2.00], [-9.10, 0.12, 6.57], [-11.06, -1.04, 5.60], [-10.75, -2.58, 3.68], [-6.84, -0.25, 5.61], [-3.93, -2.30, 2.21], [-3.64, -3.81, 0.26], [-5.57, -5.04, -0.65], [-7.81, -4.76, 0.38], [2.56, 3.76, 0.26], [2.54, 4.61, 1.35], [3.47, 5.64, 1.45], [4.42, 5.81, 0.45], [4.44, 4.95, -0.65], [3.50, 3.93, -0.74], [5.47, 5.09, -1.72], [5.48, 4.34, -2.68], [6.48, 6.17, -1.57], [7.47, 6.30, -2.53], [8.42, 7.30, -2.42], [8.37, 8.19, -1.35], [7.38, 8.07, -0.39], [6.44, 7.06, -0.49], [5.40, 6.93, 0.57], [5.35, 7.71, 1.50], [1.84, 2.95, 0.18], [1.81, 4.47, 2.14], [3.47, 6.31, 2.30], [3.53, 3.27, -1.60], [7.50, 5.60, -3.36], [9.20, 7.40, -3.17], [9.11, 8.98, -1.27], [7.33, 8.75, 0.45]]
}